No. 1
Below is a molecular structure, C4H7NO4 in a non-equilibrium geometry, with properties calculated with ωB97M-V with the def2-TZVPD basis set.

```
16
C4H7NO4 ωB97M-V with the def2-TZVPD basis set
O 0.37550 2.33692 0.41440
N -1.43293 1.04702 -0.22263
O -0.17594 -1.56276 0.48661
C 0.90172 -0.01309 -0.23740
C 0.62696 -0.74801 1.11736
H 0.23825 -0.10848 1.88354
O 2.06834 0.53994 -0.93705
C 0.02918 1.07420 0.12364
H -1.81493 2.01516 0.12554
C 0.16726 -1.29561 -0.74880
H 0.81348 -1.96248 -1.18308
H -2.36054 -0.54220 0.45531
H -0.64590 -1.29462 -1.57539
H 1.71902 -0.95033 1.36204
O -2.42069 0.08567 -0.52043
H 1.91121 1.37867 -0.54367
```

The calculation puts the LUMO energy at 0.328 eV. Its energy is -512.082135 hartree. The value obtained for the orbital gap is 10.04 eV. The HOMO energy is -0.357 Eh.

These are the natural (NBO) partial charges, in e, on atoms 1 to 2: number 1, O, carries -0.65; number 2, N, carries -0.37



No. 2
Below is a molecular structure, C45H49I2MoN2OP2S2Si, with properties calculated with ωB97M-V with the def2-TZVPD basis set.

```
105
C45H49I2MoN2OP2S2Si ωB97M-V with the def2-TZVPD basis set
H 5.35648 -3.92164 0.35647
I -2.20247 -0.20968 2.87040
H 4.44038 -7.02802 3.13332
H -4.41802 1.79266 -0.52241
C 3.50770 -1.19230 -0.40368
H 1.17340 -0.21045 3.42865
H -1.04184 -1.45294 -6.06230
H -5.51974 5.09450 1.29111
H 1.86953 2.55468 -0.30885
C 1.44600 0.70363 2.89941
C -2.56899 3.17335 2.87104
C 4.42406 -2.22262 -0.56388
H -3.85568 0.61184 -1.70438
H 0.70042 1.47508 3.10833
H 2.22371 -5.96735 4.15150
C -3.47668 0.74555 -5.21975
C 3.87832 -3.03083 1.63576
H 1.65809 0.72273 -1.98594
C 1.06715 5.30966 1.18276
H 0.45801 -4.34874 3.64453
I -0.24182 -1.96784 5.43678
H -4.00528 3.80786 -0.14182
H 1.37513 -2.03400 -1.44606
H 2.36715 -1.96438 2.69892
C 2.93909 -2.02141 1.77712
H 3.25058 -8.30336 2.92410
H 4.04176 -3.73231 2.44430
H -2.04234 -4.93383 2.25663
H 0.60300 4.68085 -4.75606
H -1.70227 2.69913 3.31987
N -2.38095 2.03597 -1.10385
C -3.05080 1.07837 -3.94197
C -1.91766 0.46259 -3.40459
H 0.66324 3.34662 1.92739
C 0.39022 -2.35045 -1.75548
H -3.10473 -0.43443 -6.97161
H 4.23356 -7.79368 1.55049
H 3.34070 1.57627 -0.33975
P -1.56111 2.35682 0.40695
C 2.43200 2.20746 -3.32747
C -1.34092 -0.28915 4.85178
C -2.81453 3.06299 1.50482
C 1.33621 -5.22298 0.47093
C 2.50622 1.90547 0.28505
H -0.47669 6.76217 -1.46202
C 4.61673 -3.13698 0.46399
H 1.80970 5.52270 1.94218
H -3.58880 1.83968 -3.39036
H -4.35569 1.22412 -5.63112
O -0.23423 -2.03080 1.28040
C -3.86249 3.78923 0.93210
C 0.09718 -3.38716 -2.57706
C -4.70357 4.54084 1.73716
C -0.87356 4.78453 -0.74535
C 2.74444 -1.07400 0.76515
C 3.70972 -7.44128 2.43616
P -1.15298 1.10002 -1.89509
C 1.98085 -5.74758 3.11714
H 3.41926 -0.45332 -1.19704
C -0.17162 3.20677 -3.41481
C 2.32450 -6.14502 0.77280
S -1.58879 -3.56642 -2.74234
C 0.42193 4.08356 1.16739
C 0.67280 -4.56595 1.50134
C 0.83218 3.82199 -4.13762
H 2.40808 1.05090 3.29450
H 5.01418 -2.29099 -1.47011
S -0.63688 -3.52029 1.01243
C -3.57905 1.17542 -0.82119
C 2.66172 -6.42365 2.09484
Si 1.69259 0.42371 1.07398
C 2.13356 3.32441 -4.09139
C -1.83908 -2.24618 -1.73128
C 0.99042 -4.83119 2.83402
H 2.92595 2.50523 1.10027
H 1.25829 7.22412 0.23582
C 0.75442 6.26540 0.22511
C -2.77020 -0.18153 -5.97361
C -0.52960 3.80972 0.18775
H -2.82917 -1.88229 -1.49123
H -0.73223 0.60270 4.92809
H 3.44109 1.81429 -3.30879
C -3.40731 3.93453 3.67030
H -1.19101 3.56796 -3.49027
C -1.61671 -0.76089 -5.45943
H -2.77008 -3.32782 1.97910
H 2.91261 3.80671 -4.66851
C -4.48604 4.60219 3.10760
H -1.66064 4.60062 -1.46483
N -0.72954 -1.69614 -1.27503
H -2.23697 -0.22130 5.45798
C -0.21747 6.00466 -0.73338
H 1.06943 -5.03006 -0.56204
H -1.51038 -3.52441 3.23585
H 2.83295 -6.66688 -0.03000
C 0.13748 2.11068 -2.60582
H 0.78878 -4.04271 -3.08604
H -3.20979 4.01851 4.73135
C -1.86179 -3.85832 2.26016
H -5.14317 5.19319 3.73233
Mo -0.71509 -0.21001 0.30338
C -1.18482 -0.43168 -4.18567
C 1.43014 1.59899 -2.58365
H -3.40229 0.45946 -0.00098
H -0.24953 -0.84584 -3.82317
```

The calculation puts the LUMO energy (spin up / spin down) at -8.932 / -8.808 eV. The multiplicity is 3. Its energy is -4360.180034 hartree. The value obtained for the orbital gap (spin up / spin down) is 6.84 / 6.84 eV. The HOMO energy (spin up / spin down) is -0.580 / -0.575 Eh. As for the charge: +3.

These are the Löwdin partial charges, in e, on atoms 1 to 2: number 1, H, carries 0.12; number 2, I, carries 1.06



No. 3
Below is a gas-phase ion, C8H11N2 (charge +1) in a non-equilibrium geometry, with properties calculated with ωB97M-V with the def2-TZVPD basis set.

```
21
C8H11N2 ωB97M-V with the def2-TZVPD basis set
H 1.54346 1.69164 -0.57028
C -1.42977 1.05120 -2.03148
N 1.47477 -0.25005 1.75326
C 1.23375 -1.41499 2.28558
C -0.07831 -2.08100 1.97897
N -0.77196 0.79664 -0.84811
H -1.95649 1.76099 0.59389
H 2.54898 0.45129 -0.35458
H -1.57360 0.09815 -2.47857
H -1.82758 -1.21209 1.11227
H -2.29786 1.75699 -1.90686
H -0.43683 -3.02961 2.29112
C 1.66717 0.68779 -0.94249
C 0.39879 -0.07713 -0.60067
C -1.13571 1.10970 0.32259
H -0.76367 1.84617 -2.63217
H 2.03594 -1.81721 2.87123
H 1.93038 0.84821 -2.02700
C -0.76143 -1.19924 1.32389
H 0.07574 -0.98847 -1.03797
C 0.12423 -0.02898 0.89740
```

The calculation puts the LUMO energy at -4.301 eV. Its SMILES is C[C@@H]1[N+](C)=C[C@@]12C=CC=N2. Its energy is -420.529006 hartree. The value obtained for the orbital gap is 9.64 eV. The HOMO energy is -0.512 Eh. As for the charge: +1.

These are the natural (NBO) partial charges, in e, on atoms 1 to 2: number 1, H, carries 0.23; number 2, C, carries -0.45



No. 4
Below is 2 unconnected molecules or ions with the total composition C2H3I in a non-equilibrium geometry, with properties calculated with ωB97M-V with the def2-TZVPD basis set.

```
6
C2H3I ωB97M-V with the def2-TZVPD basis set
C 0.66306 -0.88831 -0.11722
H -0.15707 3.06988 -0.00216
C -0.18634 0.06248 0.06262
H 1.69613 -0.56702 0.14021
I -2.22293 0.23339 -0.06216
H 0.20714 -1.91041 -0.02129
```

The calculation puts the LUMO energy (spin up / spin down) at 0.562 / -0.998 eV. The multiplicity is 3. Its energy is -375.470191 hartree. The value obtained for the orbital gap (spin up / spin down) is 9.22 / 8.51 eV. The HOMO energy (spin up / spin down) is -0.318 / -0.349 Eh.

These are the natural (NBO) partial charges, in e, on atoms 1 to 2: number 1, C, carries -0.59; number 2, H, carries 0.00



No. 5
Below is 2 unconnected molecules or ions with the total composition C10H21N3O in a non-equilibrium geometry, with properties calculated with ωB97M-V with the def2-TZVPD basis set.

```
35
C10H21N3O ωB97M-V with the def2-TZVPD basis set
H -0.46798 3.26418 -0.68148
H -1.87798 2.13196 -1.25288
H 3.63947 -1.53733 1.33251
H -3.96361 -0.26677 0.58580
H -1.11030 2.00746 1.54398
O 0.42232 -1.21962 0.07342
N 1.18515 1.15171 -0.54988
C -0.59430 -0.63005 0.08099
H 3.38573 0.46259 -1.72640
H -1.70747 -0.25515 -1.81466
H -3.10245 -1.29131 -1.52437
C 4.28579 -0.78875 -0.47825
C 2.06090 0.25225 -0.10984
C -0.12526 1.38016 -0.11136
C -2.12234 -2.09722 1.09188
C -0.75385 2.27461 -1.07877
N 3.29650 -0.01467 -0.80881
H -1.79720 -1.79298 2.09076
H 5.22011 -2.00026 0.94487
H 2.20181 0.17586 0.95704
H 0.00297 0.88618 2.10673
H -2.67153 0.67196 1.32506
H -1.55026 -2.12172 -1.66807
C -2.02020 -1.21109 -1.30023
H 0.59491 2.50996 1.51189
C -2.00540 -0.92602 0.16357
C -3.00406 0.20273 0.51658
H 1.26552 1.27710 -1.59270
H -3.15518 -2.40761 1.11797
H -3.30537 0.82268 -0.39015
H 5.08627 -0.66079 -1.15313
H -0.23478 2.23813 -2.04869
C -0.12354 1.72315 1.35830
N 4.40058 -1.35427 0.71446
H -1.35497 -2.85702 0.77387
```

The calculation puts the LUMO energy (spin up / spin down) at -8.262 / -8.262 eV. Its energy is -632.423310 hartree. The value obtained for the orbital gap (spin up / spin down) is 7.62 / 7.62 eV. The HOMO energy (spin up / spin down) is -0.584 / -0.584 Eh. As for the charge: +2.

These are the natural (NBO) partial charges, in e, on atoms 1 to 2: number 1, H, carries 0.25; number 2, H, carries 0.27